{"formula": "C28H58GeN4O4Sr", "method": "ωB97M-V with the def2-TZVPD basis set", "de_lowest_kcal_mol": 4.0, "max_force_ev_per_a": 0.23, "gap_ev": 9.59, "total_charge": 2, "total_energy_ha": -3728.98009, "lumo_ev": -5.27, "species": ["Sr", "C", "C", "C", "C", "C", "C", "N", "C", "C", "N", "C", "C", "O", "O", "C", "C", "C", "C", "C", "C", "N", "C", "C", "N", "C", "C", "O", "O", "H", "H", "H", "H", "H", "H", "H", "H", "H", "H", "H", "H", "H", "H", "H", "H", "H", "H", "H", "H", "H", "H", "H", "H", "H", "H", "H", "H", "H", "H", "H", "H", "H", "H", "H", "H", "H", "H", "H", "C", "C", "C", "C", "Ge", "C", "C", "C", "C", "H", "H", "H", "H", "H", "H", "H", "H", "H", "H", "H", "H", "H", "H", "H", "H", "H", "H", "H"], "coordinates": [[-1.154, -0.100, -0.863], [2.807, 0.652, 3.576], [2.178, -0.121, 2.415], [3.209, -0.349, 1.291], [3.316, -1.784, 0.760], [3.830, -2.748, 1.819], [4.167, -1.819, -0.502], [1.894, -2.145, 0.375], [1.615, -3.506, -0.155], [0.120, -3.788, -0.131], [-0.724, -2.791, -0.818], [-0.329, -2.719, -2.245], [0.929, -1.842, -2.474], [1.804, -2.220, -3.213], [0.928, -0.733, -1.777], [-2.178, -3.138, -0.666], [-2.541, -4.522, -1.211], [-2.706, -3.007, 0.776], [-3.173, -1.652, 1.345], [-3.863, -1.926, 2.687], [-4.204, -0.989, 0.427], [-2.050, -0.676, 1.491], [-1.066, -0.918, 2.561], [-0.200, 0.319, 2.802], [0.928, 0.491, 1.864], [1.181, 1.904, 1.544], [0.405, 2.360, 0.326], [-0.775, 1.985, 0.208], [0.953, 3.097, -0.558], [3.597, 0.048, 4.024], [2.091, 0.887, 4.363], [3.265, 1.583, 3.241], [1.863, -1.088, 2.826], [4.206, -0.064, 1.632], [2.976, 0.301, 0.441], [4.792, -2.387, 2.182], [3.998, -3.746, 1.418], [3.161, -2.828, 2.679], [5.157, -1.424, -0.278], [3.722, -1.212, -1.295], [4.297, -2.836, -0.874], [1.585, -1.453, -0.348], [1.299, -1.983, 1.187], [2.106, -4.240, 0.479], [2.041, -3.575, -1.153], [-0.199, -3.857, 0.910], [-0.016, -4.781, -0.572], [-1.155, -2.278, -2.821], [-0.151, -3.703, -2.686], [-2.709, -2.414, -1.303], [-2.223, -5.314, -0.532], [-2.108, -4.708, -2.193], [-3.623, -4.600, -1.312], [-2.003, -3.460, 1.478], [-3.587, -3.651, 0.828], [-4.787, -2.480, 2.528], [-4.118, -0.991, 3.190], [-3.242, -2.522, 3.356], [-5.069, -1.640, 0.300], [-3.846, -0.780, -0.590], [-4.560, -0.050, 0.854], [-2.487, 0.216, 1.725], [-0.447, -1.784, 2.300], [-1.561, -1.168, 3.502], [0.162, 0.280, 3.834], [-0.842, 1.199, 2.738], [2.237, 2.051, 1.356], [0.914, 2.577, 2.369], [6.566, 2.934, 1.758], [6.192, 4.366, 1.393], [5.161, 4.460, 0.267], [3.829, 3.784, 0.628], [2.615, 3.987, -0.876], [3.196, 3.013, -2.437], [3.568, 1.569, -2.083], [3.895, 0.713, -3.306], [5.161, 1.150, -4.030], [7.386, 2.917, 2.475], [6.885, 2.374, 0.876], [5.729, 2.399, 2.217], [7.089, 4.905, 1.082], [5.810, 4.888, 2.275], [5.576, 3.994, -0.633], [4.993, 5.513, 0.025], [3.413, 4.230, 1.535], [4.003, 2.722, 0.816], [2.087, 5.405, -1.065], [4.041, 3.549, -2.875], [2.394, 3.035, -3.179], [2.736, 1.096, -1.547], [4.430, 1.569, -1.404], [3.042, 0.740, -3.992], [3.986, -0.331, -2.996], [5.082, 2.167, -4.417], [5.370, 0.499, -4.878], [6.026, 1.113, -3.363]], "lowdin_charge": [1.67, -0.02, -0.34, -0.08, -0.48, 0.00, 0.01, 0.10, -0.08, -0.14, -0.19, -0.11, -0.66, 0.11, -0.29, -0.36, -0.02, -0.09, -0.56, -0.02, -0.03, -0.11, -0.17, -0.15, -0.10, -0.09, -0.54, -0.14, -0.09, 0.10, 0.09, 0.08, 0.13, 0.14, 0.10, 0.11, 0.09, 0.09, 0.11, 0.06, 0.11, 0.11, 0.12, 0.14, 0.13, 0.12, 0.14, 0.13, 0.14, 0.11, 0.10, 0.09, 0.10, 0.12, 0.13, 0.10, 0.10, 0.09, 0.11, 0.05, 0.11, 0.11, 0.11, 0.12, 0.12, 0.13, 0.07, 0.16, -0.10, -0.25, -0.28, -0.32, 1.03, -0.28, -0.29, -0.26, -0.09, 0.08, 0.08, 0.05, 0.11, 0.11, 0.11, 0.11, 0.09, 0.04, 0.01, 0.08, 0.09, 0.06, 0.11, 0.12, 0.08, 0.07, 0.08, 0.08]}